{
  "formula": "C3H11N2O",
  "method": "ωB97M-V with the def2-TZVPD basis set",
  "homo_energy_ev": -2.84,
  "orbital_gap_ev": 7.219,
  "energy_ev": -8316.9982,
  "e_above_lowest_ev": 0.088,
  "total_charge": -1,
  "elements": ["N", "C", "O", "H", "H", "H", "H", "C", "C", "N", "H", "H", "H", "H", "H", "H", "H"],
  "coordinates": [[1.645, 2.263, -1.755], [1.568, 1.676, -0.373], [0.543, 0.828, -0.266], [1.873, 3.250, -1.740], [0.704, 2.159, -2.116], [2.560, 1.196, -0.201], [1.497, 2.521, 0.360], [-1.199, -1.114, 1.714], [-1.450, -1.565, 0.284], [-0.195, -1.855, -0.385], [-0.610, -0.196, 1.691], [-2.154, -0.918, 2.209], [-0.652, -1.875, 2.274], [-2.084, -2.459, 0.292], [-2.014, -0.759, -0.210], [-0.361, -2.192, -1.322], [0.329, -0.961, -0.457]],
  "mulliken_charge": [-0.705, -0.349, -0.725, 0.195, 0.233, 0.179, 0.153, -1.079, -0.180, -0.813, 0.237, 0.316, 0.280, 0.398, 0.216, 0.192, 0.450]
}

---

{
  "formula": "C24H48O18",
  "method": "ωB97M-V with the def2-TZVPD basis set",
  "homo_energy_ev": -10.60,
  "orbital_gap_ev": 11.226,
  "energy_ev": -62521.3525,
  "e_above_lowest_ev": 1.646,
  "total_charge": 0,
  "smiles": "CCOC(=O)OC.CCOC(=O)OC.CCOC(=O)OC.CCOC(=O)OC.CCOC(=O)OC.CCOC(=O)OC",
  "elements": ["C", "C", "O", "C", "O", "O", "C", "H", "H", "H", "H", "H", "H", "H", "H", "C", "C", "O", "C", "O", "O", "C", "H", "H", "H", "H", "H", "H", "H", "H", "C", "C", "O", "C", "O", "O", "C", "H", "H", "H", "H", "H", "H", "H", "H", "C", "C", "O", "C", "O", "O", "C", "H", "H", "H", "H", "H", "H", "H", "H", "C", "C", "O", "C", "O", "O", "C", "H", "H", "H", "H", "H", "H", "H", "H", "C", "C", "O", "C", "O", "O", "C", "H", "H", "H", "H", "H", "H", "H", "H"],
  "coordinates": [[-1.853, -4.729, -5.046], [-2.946, -3.832, -5.637], [-3.097, -2.591, -4.941], [-3.618, -2.600, -3.717], [-4.258, -3.499, -3.239], [-3.315, -1.435, -3.143], [-3.824, -1.292, -1.818], [-0.849, -4.310, -5.056], [-1.840, -5.664, -5.602], [-2.151, -4.873, -4.007], [-3.944, -4.271, -5.706], [-2.707, -3.486, -6.645], [-3.596, -0.338, -1.357], [-3.322, -2.050, -1.210], [-4.892, -1.476, -1.712], [-7.332, -3.624, 3.068], [-6.497, -2.658, 2.226], [-5.363, -2.325, 3.017], [-4.570, -1.363, 2.547], [-4.607, -0.916, 1.434], [-3.671, -1.063, 3.480], [-2.924, 0.116, 3.217], [-6.759, -4.516, 3.309], [-8.105, -4.026, 2.401], [-7.851, -3.101, 3.864], [-7.112, -1.792, 1.977], [-6.227, -3.162, 1.298], [-3.448, 1.073, 3.216], [-2.338, 0.065, 2.303], [-2.205, 0.174, 4.033], [-1.465, 3.071, -9.410], [-0.185, 3.306, -8.639], [-0.489, 3.964, -7.384], [-0.938, 3.165, -6.424], [-0.945, 1.951, -6.416], [-1.347, 3.896, -5.411], [-1.939, 3.259, -4.273], [-1.812, 3.991, -9.882], [-2.221, 2.612, -8.778], [-1.311, 2.395, -10.255], [0.523, 3.994, -9.094], [0.335, 2.368, -8.449], [-1.072, 3.017, -3.659], [-2.586, 2.427, -4.525], [-2.493, 4.022, -3.732], [9.679, 1.402, 0.115], [8.338, 1.460, -0.583], [7.423, 2.096, 0.304], [6.327, 1.483, 0.708], [5.978, 0.386, 0.370], [5.645, 2.324, 1.471], [4.638, 1.788, 2.302], [9.594, 0.861, 1.058], [10.093, 2.366, 0.421], [10.443, 0.984, -0.543], [7.947, 0.476, -0.854], [8.326, 1.984, -1.542], [4.171, 2.523, 2.950], [5.105, 1.054, 2.966], [3.868, 1.233, 1.763], [-0.243, -1.784, 6.792], [1.120, -1.286, 6.371], [1.571, -0.291, 7.286], [2.478, 0.566, 6.866], [3.045, 0.537, 5.799], [2.739, 1.421, 7.848], [3.851, 2.314, 7.690], [-0.568, -2.640, 6.196], [-1.003, -1.008, 6.717], [-0.238, -2.211, 7.796], [1.156, -0.894, 5.356], [1.801, -2.139, 6.400], [3.484, 3.181, 7.147], [4.585, 1.805, 7.064], [4.272, 2.529, 8.664], [-1.123, 0.950, -1.473], [-0.112, 1.396, -0.414], [0.741, 0.303, -0.100], [0.848, -0.051, 1.178], [0.031, 0.214, 2.022], [1.986, -0.656, 1.373], [2.247, -1.177, 2.648], [-1.997, 1.604, -1.421], [-1.396, -0.085, -1.305], [-0.763, 1.125, -2.486], [-0.610, 1.770, 0.482], [0.489, 2.247, -0.741], [2.279, -0.423, 3.438], [3.260, -1.580, 2.710], [1.655, -2.034, 2.969]],
  "mulliken_charge": [-1.019, -0.246, -0.374, 0.650, -0.577, -0.210, -0.862, 0.283, 0.348, 0.311, 0.335, 0.291, 0.243, 0.342, 0.489, -1.282, -0.110, -0.273, 0.715, -0.553, -0.294, -0.514, 0.336, 0.389, 0.318, 0.309, 0.243, 0.326, 0.256, 0.132, -0.992, -0.195, -0.352, 0.770, -0.593, -0.363, -0.612, 0.276, 0.304, 0.331, 0.290, 0.290, 0.229, 0.327, 0.298, -1.105, -0.225, -0.332, 0.742, -0.587, -0.327, -0.645, 0.284, 0.296, 0.360, 0.307, 0.305, 0.321, 0.304, 0.294, -1.362, 0.397, -0.311, 0.858, -0.594, -0.347, -0.616, 0.393, 0.300, 0.358, -0.109, 0.225, 0.267, 0.299, 0.232, -0.866, -0.418, -0.354, 0.796, -0.585, -0.329, -0.800, 0.409, 0.240, 0.230, 0.311, 0.329, 0.287, 0.369, 0.391]
}

---

{
  "formula": "C4H9N2O2",
  "method": "ωB97M-V with the def2-TZVPD basis set",
  "homo_energy_ev": -13.33,
  "orbital_gap_ev": 9.497,
  "energy_ev": -11358.8496,
  "e_above_lowest_ev": 4.118,
  "total_charge": 1,
  "elements": ["C", "C", "C", "C", "N", "N", "O", "O", "H", "H", "H", "H", "H", "H", "H", "H", "H"],
  "coordinates": [[2.233, -0.786, 1.668], [2.438, -0.980, 0.492], [-0.725, 0.477, -1.146], [-2.500, -0.606, 0.287], [-1.257, -0.394, 0.014], [0.620, 0.632, -1.149], [2.563, -1.473, -0.709], [-2.874, -1.472, 1.162], [2.128, -0.520, 2.632], [-0.990, -0.121, -2.006], [-1.391, 1.423, -1.073], [-3.320, -0.011, -0.227], [-0.548, -1.061, 0.399], [1.189, 1.190, -0.517], [1.317, -0.114, -1.429], [3.366, -1.886, -1.052], [-2.174, -1.998, 1.418]],
  "mulliken_charge": [-0.304, 0.023, -0.473, 0.347, -0.090, -0.514, -0.541, -0.342, 0.471, 0.371, 0.296, 0.321, 0.232, 0.290, 0.255, 0.363, 0.295]
}

---

{
  "formula": "C5H28N2O9",
  "method": "ωB97M-V with the def2-TZVPD basis set",
  "homo_energy_ev": -9.90,
  "orbital_gap_ev": 10.206,
  "energy_ev": -27050.0461,
  "e_above_lowest_ev": 0.000,
  "total_charge": 0,
  "smiles": "CC(C)CNC(N)=O.O.O.O.O.O.O.O.O",
  "elements": ["C", "C", "C", "C", "N", "C", "N", "O", "H", "H", "H", "H", "H", "H", "H", "H", "H", "H", "H", "H", "H", "H", "O", "H", "H", "O", "H", "H", "O", "H", "H", "O", "H", "H", "O", "H", "H", "O", "H", "H", "O", "H", "H", "O"],
  "coordinates": [[-1.290, 1.358, -1.439], [-0.663, -0.040, -1.555], [0.738, 0.015, -2.154], [-1.579, -0.932, -2.400], [-0.612, 2.214, -0.485], [-1.009, 2.282, 0.811], [-0.354, 3.169, 1.605], [-2.007, 1.689, 1.260], [-1.213, 1.852, -2.416], [-2.342, 1.273, -1.167], [-0.606, -0.489, -0.566], [0.765, 0.685, -3.013], [1.039, -0.969, -2.506], [1.444, 0.355, -1.393], [-1.178, -1.950, -2.466], [-1.653, -0.582, -3.436], [-2.574, -0.980, -1.948], [0.301, 2.560, -0.735], [0.649, 3.261, 1.484], [-0.649, 3.176, 2.568], [0.888, -4.482, -3.893], [1.033, -3.936, -2.425], [1.379, -3.851, -3.347], [-1.514, 1.043, 2.830], [-1.838, -0.351, 3.393], [-1.214, 0.372, 3.472], [-1.008, -1.948, 1.168], [-0.330, -2.957, 2.087], [-0.148, -2.443, 1.285], [3.972, 2.720, -1.532], [3.506, 1.392, -2.134], [3.273, 2.054, -1.496], [0.488, -0.026, 2.835], [0.943, -1.113, 1.851], [1.281, -0.308, 2.301], [-2.267, -0.018, 1.075], [-3.287, -1.203, 0.802], [-2.457, -0.973, 1.265], [0.271, -3.493, -0.157], [1.382, -4.586, -0.391], [0.552, -4.246, -0.735], [2.961, 1.671, 0.297], [2.284, 1.011, 1.609], [2.689, 1.831, 1.224]],
  "mulliken_charge": [-1.375, 2.422, -1.413, -1.696, -0.027, 0.590, -0.440, -0.930, 0.382, 0.432, -0.722, 0.373, 0.448, 0.101, 0.321, 0.404, 0.363, 0.245, 0.249, 0.312, 0.309, 0.415, -0.649, 0.345, 0.301, -0.787, 0.380, 0.298, -0.784, 0.263, 0.306, -0.625, 0.369, 0.395, -0.725, 0.450, 0.278, -0.696, 0.442, 0.302, -0.745, 0.339, 0.453, -0.678]
}